1.
Here is a molecular structure, C11H30ClI2N2OP2Tm at a distorted geometry from OMol25. Energies are from ωB97M-V with the def2-TZVPD basis set.

Values from the calculation:
charge = +2
spin multiplicity = 3
HOMO-LUMO gap (spin up / spin down) = 6.61 / 6.68 eV
relative energy (zero: lowest compared OMol25 entry of this formula, charge and spin) = 0.0 kcal per mole
⟨S²⟩ = 2.00
F_max = 2.02 eV Å⁻¹
highest occupied orbital energy (spin up / spin down) = -13.525 / -13.525 eV
DFT total energy = -93742.1274 eV

Structure (XYZ):
```
50
Properties=species:S:1:pos:R:3:forces:R:3
I 1.509921 -4.581471 -3.785672 1.3805 -0.7385 1.2802
I -0.114184 -3.552525 -5.423707 -1.2645 0.7352 -1.3524
Tm 0.409428 -0.567898 -0.802306 -0.2330 -0.4108 -1.8288
P 2.740551 0.825913 -1.317568 1.1905 0.7127 -0.6218
C 3.472910 2.091512 -0.237225 0.1898 -0.1198 0.1960
C 4.115243 -0.354813 -1.517915 -0.1030 -0.1801 -0.0912
H 4.986407 0.235627 -1.841970 -0.1571 -0.4181 0.1070
H 3.895920 2.075348 -3.029363 -0.2613 -0.0059 0.0573
H 3.852774 -1.104525 -2.285880 0.2246 0.3058 0.2926
H 2.580109 1.064174 -3.740848 0.1777 0.3868 0.3513
H 3.657364 1.684781 0.762625 0.0305 0.2135 -0.1120
H 4.323993 -0.855723 -0.567331 0.1429 0.0149 -0.1894
C 2.861720 1.730545 -2.908879 -0.4497 -0.5045 -0.1675
H 4.427331 2.397299 -0.701821 -0.3875 -0.0265 0.3536
H 2.169421 2.573825 -2.882805 0.1195 0.0308 -0.1537
H 2.803767 2.954343 -0.172880 0.1577 -0.0661 0.0559
P -1.831271 -2.311149 -1.091991 -1.1857 -1.1154 -0.3003
C -3.175403 -2.255706 0.147459 -0.2845 -0.0540 0.3076
C -2.806721 -2.108335 -2.626874 0.2479 0.2893 -0.4165
H -0.642597 -4.261469 -1.910267 -0.4075 0.0317 0.3909
H -2.290453 -4.711083 -1.377467 0.0822 0.2400 0.0950
H -1.009236 -4.388601 -0.168939 -0.0754 -0.0838 -0.1555
C -1.419478 -4.089761 -1.140236 0.6107 -0.0317 -0.1469
H -2.153548 -2.236387 -3.506611 -0.2572 0.1225 0.3663
H -3.628957 -2.841811 -2.684695 0.3932 0.2121 0.2381
H -4.023895 -2.919936 -0.129571 0.6642 0.3531 0.0364
H -3.563705 -1.235029 0.224641 0.0332 -0.1153 0.0270
H -3.234686 -1.098499 -2.646144 0.0803 -0.1903 -0.1048
H -2.810293 -2.564997 1.134467 -0.0828 0.0659 -0.1619
Cl 0.386445 -0.392787 -3.312680 -0.3288 -0.1153 1.1171
C -0.073432 -0.890583 2.921965 -0.2936 -0.8186 -0.4801
N -0.513331 0.493078 3.005611 0.0311 0.4402 -0.4822
C -0.867731 0.968420 4.351935 -0.0599 -0.1500 0.3482
C -0.587003 1.185762 1.857949 0.0151 0.0465 -0.6766
O -0.283570 0.532968 0.751990 -0.2572 0.6531 1.3725
N -0.930197 2.468774 1.693869 0.5514 -0.8887 0.1108
C -1.375614 3.349246 2.755515 0.1349 0.9028 0.9112
C -0.899706 3.020136 0.342672 -0.6901 -0.4998 -0.9695
H -0.050602 -1.303277 3.927473 0.0967 -0.0266 -0.1810
H 0.922703 -1.002495 2.480438 0.0008 0.1948 0.1687
H -0.777525 -1.502651 2.319843 0.2581 0.3090 0.3450
H -0.152382 1.690890 4.755622 -0.0751 -0.2268 -0.1393
H -1.877077 1.376550 4.378539 0.1283 -0.0587 0.0261
H -0.840259 0.082730 4.987461 -0.1308 0.3154 0.0394
H -1.192112 4.384575 2.433855 -0.1388 -0.4176 0.1528
H -2.445241 3.229334 2.960102 0.1818 0.0535 -0.0675
H -0.803344 3.208449 3.689641 -0.3857 0.1687 -0.7538
H 0.080135 2.960675 -0.141214 0.0061 -0.0232 0.3380
H -1.622423 2.489317 -0.317857 0.3887 0.3725 0.4328
H -1.200167 4.057240 0.387048 -0.0093 0.1158 0.0351
```
Positions in Å, forces in eV/Å.

***

2.
Here is 3 unconnected molecules or ions with the total composition C11H32BN3O9PS2 at a distorted geometry from OMol25. Energies are from ωB97M-V with the def2-TZVPD basis set.

Values from the calculation:
charge = +1
spin multiplicity = 1
HOMO-LUMO gap = 8.80 eV
F_max = 2.53 eV Å⁻¹
highest occupied orbital energy = -12.006 eV
DFT total energy = -66452.8484 eV

Structure (XYZ):
```
59
Properties=species:S:1:pos:R:3:forces:R:3
N 1.042026 4.050034 2.824443 1.2651 -0.9434 -0.6557
P 1.793585 3.354077 1.590235 -1.5052 1.2544 1.6046
C 1.559040 1.480256 1.723799 1.1203 0.1480 -1.3987
N 0.838694 1.100216 2.957215 -0.3114 -0.5204 1.0315
C -0.611009 0.785041 2.741812 -1.0260 -0.2945 -1.4824
C -1.104085 1.452398 1.404228 -0.6099 -0.2119 1.7433
C -2.660729 1.317006 1.393907 0.4983 0.3555 -0.4501
B -3.327963 1.003598 -0.038344 -1.3440 0.3092 -1.2255
O -4.476668 1.745557 -0.408020 1.8984 -0.8377 -0.1095
O -2.920472 0.029190 -0.956030 -0.8483 0.6422 2.0119
O -0.450268 0.759662 0.351129 0.3951 0.1469 0.2969
C 0.958016 0.890320 0.389697 0.8245 0.0221 -0.5758
N 1.612898 -0.398907 0.140825 -0.2649 0.4078 0.1949
H 1.736747 4.610584 3.318143 -0.4366 0.1209 0.2466
H 1.144045 3.719339 0.377979 0.5637 -0.5468 0.0096
H 3.176319 3.677645 1.464620 -0.4086 -0.5572 -0.3212
H 2.584747 1.054216 1.811998 -0.6172 0.2922 -0.0813
H 0.908328 1.808877 3.707745 0.1987 0.6136 -0.5828
H 1.266600 0.256146 3.345055 0.0965 0.1436 -0.0962
H -1.259970 1.014311 3.601328 0.7369 0.2944 -0.1971
H -0.672940 -0.306493 2.548829 0.0107 0.6182 0.1556
H -0.874797 2.543152 1.393243 0.0748 -0.6368 -0.0369
H -3.061456 2.301132 1.721225 0.1896 -0.6422 -0.0668
H -3.013374 0.588113 2.154285 0.2121 0.1921 -0.5036
H -4.319831 2.684633 -0.292100 -0.4291 0.2385 0.3180
H -2.601105 -0.709158 -0.426457 0.5814 -0.2171 -0.3779
H 1.276268 1.583874 -0.428909 -0.4565 -0.0227 0.5563
H 1.260528 -0.806733 -0.724253 -0.2157 0.0364 0.1781
H 2.583884 -0.163335 -0.078357 0.0038 -0.4208 0.1734
O 4.863474 -1.231062 0.669672 0.0718 0.4646 0.3143
S 5.089527 -1.216786 2.090172 0.4932 -1.0173 0.4313
O 5.462680 -0.010861 2.776769 -0.3229 0.0212 -0.4892
O 6.115888 -2.384617 2.472328 -0.8946 0.5062 -0.0535
C 7.400005 -2.409356 1.818896 1.0073 0.1415 -0.3804
C 8.332087 -1.335129 2.346369 -0.1877 0.2623 0.0704
C 3.675886 -1.901327 2.901931 0.1083 -0.1781 0.1310
H 7.275157 -2.330294 0.736717 -0.2048 0.0309 0.0747
H 7.827121 -3.390672 2.022826 -0.3504 -0.0481 0.1179
H 7.967378 -0.337617 2.099861 0.0324 -0.0296 -0.0285
H 9.326141 -1.443300 1.911251 -0.0558 -0.1213 0.0008
H 8.410729 -1.392750 3.432628 0.0551 -0.0736 -0.0388
H 3.399124 -2.831105 2.411116 -0.0067 0.0483 -0.0108
H 2.868383 -1.176868 2.815888 0.0457 -0.0175 -0.1572
H 3.919432 -2.068013 3.949345 0.0500 0.0091 -0.0457
O -5.745786 -3.027584 -5.538573 0.2125 0.4415 -0.1165
S -6.038133 -1.633207 -5.725548 -0.3460 0.2346 0.3024
O -5.259156 -0.819423 -6.614814 -0.0342 -0.4333 0.1904
O -6.097105 -0.920497 -4.282937 -0.3149 -0.2049 -0.4805
C -4.955726 -1.043024 -3.423612 0.7311 0.0426 0.3778
C -3.800082 -0.173656 -3.878043 0.1203 -0.0325 -0.5240
C -7.745251 -1.445764 -6.138719 -0.0289 0.0381 0.1136
H -4.655029 -2.090891 -3.341823 -0.1204 -0.0127 -0.1604
H -5.279764 -0.721865 -2.433391 -0.2700 0.0110 -0.1550
H -3.405968 -0.508613 -4.838397 -0.0848 -0.0068 0.0027
H -2.989733 -0.206543 -3.156915 -0.1073 -0.0116 0.0379
H -4.122937 0.861006 -4.004107 -0.0175 -0.0174 0.0882
H -8.344396 -2.031690 -5.446040 0.0541 0.0133 0.0024
H -7.875884 -1.812271 -7.155123 0.1152 -0.0218 0.0203
H -8.005118 -0.390972 -6.087004 0.0528 -0.0232 0.0050
```
Positions in Å, forces in eV/Å.

***

3.
Here is a molecular structure, C11H32BaO11 at a distorted geometry from OMol25. Energies are from ωB97M-V with the def2-TZVPD basis set.

Values from the calculation:
charge = +2
spin multiplicity = 1
HOMO-LUMO gap = 8.15 eV
relative energy (zero: lowest compared OMol25 entry of this formula, charge and spin) = 128.3 kcal per mole
F_max = 3.13 eV Å⁻¹
highest occupied orbital energy = -15.346 eV
DFT total energy = -35124.7119 eV

Structure (XYZ):
```
55
Properties=species:S:1:pos:R:3:forces:R:3
Ba -0.039758 -0.014574 1.335801 -0.2310 0.3992 0.0312
C 1.269242 0.845736 6.378471 0.7492 -0.8303 0.3569
O 1.298432 1.454196 5.079041 -0.4102 -0.2115 0.3239
H 1.246322 -0.240314 6.288761 -0.5102 0.0152 -0.3988
H 2.217032 0.970536 6.902131 0.0548 0.5699 0.0329
H 0.455702 1.180666 7.021961 -0.0890 0.0847 -0.2459
H 1.265372 2.393496 5.274561 0.0896 0.2257 -0.3427
C 0.992572 4.841756 0.687951 1.9839 0.1890 -2.4183
O 0.177912 4.087026 1.487801 -1.5826 -0.4214 1.8864
H 1.912132 4.261656 0.610491 0.5983 0.5279 -0.3126
H 0.593522 4.928036 -0.322699 -0.2046 0.0220 -0.0025
H 1.216402 5.853306 1.026721 -0.1402 -0.1089 0.2823
H 0.201632 4.601476 2.297971 -0.6502 -0.5714 0.5430
C -3.534198 0.094926 4.654961 -1.2694 0.5162 -0.8282
O -3.209738 0.821716 3.407241 0.9883 -0.9318 0.8533
H -4.276898 -0.668404 4.422941 0.2104 -0.2663 -0.0564
H -2.681898 -0.373424 5.147231 0.2211 0.3970 -0.4661
H -4.053228 0.768766 5.336611 0.4027 0.1409 0.1444
H -4.029528 1.154786 3.034941 -0.1354 0.0114 0.1042
C 4.755402 -0.420264 2.370701 -0.1458 -1.0488 2.3892
O 3.999362 0.515206 1.663841 -0.1541 0.4647 -1.0451
H 4.255992 -0.517904 3.334631 -0.0145 -0.0206 0.3010
H 4.761172 -1.448194 2.008181 0.1844 0.1963 -0.8130
H 5.755492 -0.084014 2.644321 0.0825 0.0335 -0.4800
H 4.649842 0.994286 1.145241 -0.3443 0.3138 -0.3900
C -2.486488 -3.521044 -0.843989 -0.3527 -0.8451 -0.4195
O -2.903318 -2.470784 0.014521 0.7275 0.5285 0.3441
H -2.721348 -4.496534 -0.418109 -0.0841 -0.0412 0.1042
H -3.000668 -3.450554 -1.802509 0.1467 0.0246 -0.1174
H -1.410298 -3.531024 -1.016649 -0.0063 0.4942 0.1501
H -3.861328 -2.503884 0.066531 -0.0683 0.0647 0.0726
C -4.048538 4.532536 -3.051889 0.5701 0.6002 -0.9182
O -3.299018 3.526286 -2.315549 0.6122 -1.9224 -0.3623
C -2.843888 2.345676 -2.885409 -0.5050 1.1170 -1.2216
O -2.121598 1.528946 -2.325349 -1.3151 1.4427 -0.2747
O -3.274188 2.264536 -4.195429 0.5412 -0.4536 1.3774
C -3.130298 0.978766 -4.865669 0.0363 -0.5449 1.0769
H -4.819008 4.181686 -3.738459 -0.0241 -0.5339 0.5322
H -3.372378 5.110196 -3.682139 0.3561 -0.2662 -0.0534
H -4.435368 5.287646 -2.367589 -0.0940 -0.6909 0.4474
H -4.055178 0.414616 -4.745569 -0.3312 0.4159 -0.4363
H -2.430488 0.348406 -4.317019 0.4717 0.3569 -0.2092
H -2.836468 1.092496 -5.909139 -0.1511 0.3463 0.2935
C 1.719082 -2.936344 -3.983249 -0.4467 -0.4313 -0.0767
O 2.752032 -3.735754 -3.342579 -0.4646 0.3508 1.0575
C 2.943062 -3.673614 -1.973209 0.3475 1.6621 -1.8317
O 2.388332 -2.881674 -1.218719 0.0671 -1.2171 -0.6863
O 3.978702 -4.399334 -1.616129 -1.2646 0.0813 0.9965
C 4.769562 -5.284574 -2.411989 0.8279 0.1712 -0.0848
H 0.845282 -3.557474 -4.180149 -0.0085 -0.2208 0.3847
H 2.026032 -2.635424 -4.984909 0.6846 -0.0263 0.3052
H 1.389022 -2.056324 -3.431209 0.4431 -0.1580 0.2912
H 5.207292 -4.743434 -3.250829 -0.0428 -0.0429 0.0563
H 4.301982 -6.200194 -2.774079 -0.5311 0.2947 0.2306
H 5.531212 -5.534294 -1.673319 0.1747 -0.2531 -0.4773
```
Positions in Å, forces in eV/Å.

***

4.
Here is a molecular structure, C11H32CrN2O5P2 at a distorted geometry from OMol25. Energies are from ωB97M-V with the def2-TZVPD basis set.

Values from the calculation:
charge = +1
spin multiplicity = 4
HOMO-LUMO gap (spin up / spin down) = 6.58 / 5.81 eV
relative energy (zero: lowest compared OMol25 entry of this formula, charge and spin) = 7.5 kcal per mole
⟨S²⟩ = 3.81
F_max = 1.95 eV Å⁻¹
highest occupied orbital energy (spin up / spin down) = -9.454 / -8.831 eV
DFT total energy = -72134.3385 eV

Structure (XYZ):
```
53
Properties=species:S:1:pos:R:3:forces:R:3
O -2.646732 3.146917 -0.199457 -1.1506 -0.2487 -0.0985
H -3.261222 3.816422 -0.542025 0.2796 -0.3404 0.1046
Cr 0.166502 0.381853 0.360961 0.6574 -1.0091 -1.0746
N 0.361115 -0.931873 -1.208632 -0.0615 0.0169 -0.3294
N -0.173945 1.488533 -1.337711 0.2825 -0.4377 -0.4962
O 0.769129 -2.283301 -1.223505 -0.2904 0.0774 1.3546
O -0.406944 2.860208 -1.358610 -0.7092 -0.0963 -0.1713
C 0.310430 -0.466199 -2.446536 0.6409 -1.2662 1.3311
C 0.070480 0.935356 -2.528375 -0.6491 1.0413 1.2926
C 0.637860 -1.403507 -3.548775 0.0999 0.1276 -1.1934
C 0.017964 1.658162 -3.826503 0.1197 0.1319 -0.4635
H 0.288402 -2.426487 -3.363023 0.0265 0.4828 0.0321
H 1.729111 -1.461904 -3.695423 -0.2745 -0.0170 0.0688
H 0.207292 -1.055016 -4.491962 0.0923 -0.0284 0.0903
H 0.114724 2.743483 -3.721528 -0.0815 -0.3497 0.1604
H -0.945583 1.438876 -4.311638 0.2509 0.1181 -0.0050
H 0.818789 1.302881 -4.491269 -0.2878 0.0749 0.1374
H 0.741341 -2.571644 -0.278504 -0.1122 0.5157 -1.0590
H -1.335810 2.965969 -0.944847 1.2635 0.0209 -0.3494
O 2.897299 0.780155 -0.012356 -0.0296 -0.1169 -0.5771
H 3.186881 -0.015026 -0.499898 -0.1894 0.4997 0.2902
H 3.019310 1.512787 -0.645755 -0.0908 -0.4030 0.3898
C -3.347986 1.878440 -0.039673 -0.1849 0.3904 -0.0837
H -3.054488 1.435711 0.925717 -0.1375 0.2532 -0.3889
H -3.063102 1.193014 -0.851853 -0.1198 0.2413 0.2473
H -4.432370 2.079082 -0.065597 0.4623 -0.3290 0.0995
O -2.490831 -2.399102 0.456826 -0.6946 0.2268 -0.5835
H -2.510342 -2.279003 -0.513262 0.1351 -0.1018 0.6572
H -3.435642 -2.420919 0.700173 0.6020 -0.0703 -0.0695
C 2.326710 -1.060695 2.860889 0.0971 -0.4880 0.1927
P 0.677477 -1.235069 2.116103 -0.2595 1.2821 -0.4957
C 0.439465 -3.011195 1.905617 0.0180 -0.3917 0.4434
C -0.480312 -0.787462 3.469888 0.1844 -0.6599 -0.0124
C -0.455017 0.704842 3.767635 -0.0165 0.4083 0.2212
P -0.069515 1.736554 2.291401 -0.0164 -0.6321 -0.9102
C -1.204781 3.123501 2.408561 0.0013 0.6287 0.3085
C 1.554069 2.500896 2.563567 0.0320 0.3520 0.0645
H 3.076480 -1.357627 2.118315 -0.0694 0.1176 0.1923
H 2.391900 -1.736926 3.720972 0.1872 0.1461 -0.0389
H 2.530621 -0.033438 3.178576 -0.1060 -0.2827 -0.0859
H 0.327702 -3.460348 2.900445 0.0426 -0.1745 -0.2502
H -0.473727 -3.192006 1.325297 0.1970 -0.0226 0.1502
H 1.319803 -3.457645 1.425950 -0.1767 -0.0172 0.0702
H -1.478641 -1.113705 3.146860 0.2194 0.0787 0.0432
H -0.203355 -1.378356 4.348798 -0.1852 0.0527 0.0511
H -1.447526 1.024507 4.099670 0.2132 -0.0159 0.1987
H 0.269666 0.955770 4.551956 -0.2068 -0.1187 -0.0265
H -0.740907 3.896371 3.033381 -0.3941 0.0099 -0.0081
H -1.405065 3.513499 1.405181 0.1664 -0.0050 0.5040
H -2.148794 2.785679 2.850031 0.1257 0.2079 -0.0620
H 1.626121 2.854352 3.597142 0.1740 0.0403 -0.1353
H 2.385074 1.838464 2.305831 -0.2157 0.1339 0.0949
H 1.583332 3.358724 1.881323 0.1389 -0.0545 0.1777
```
Positions in Å, forces in eV/Å.